Below is C4H6CdO2 as an isolated structure, with properties calculated with wB97M-V/def2-TZVPD.

Structure (XYZ):
```
13
Properties=species:S:1:pos:R:3:forces:R:3
O 0.06880 1.57887 1.72756 -1.7 -2.9 -0.4
C -0.36224 0.44098 2.04639 3.4 3.1 2.5
H 1.37883 0.58281 0.22306 2.1 -1.2 -2.6
H -0.25621 0.32600 3.16667 -1.2 0.0 -0.3
C 1.93846 0.12173 -0.79105 -2.0 0.8 1.4
C 1.11682 -0.15236 -1.81971 0.5 1.2 0.0
C -0.38424 -0.00960 -1.72709 -0.7 0.3 0.3
O -1.01350 -0.83425 -0.78659 -1.7 0.0 -3.9
Cd -0.10498 -1.26812 0.78684 1.2 -0.7 2.4
H 1.52425 -0.19950 -2.83870 0.0 -0.6 0.4
H 3.02131 0.08394 -0.94328 -0.4 0.2 0.6
H -0.83431 -0.13727 -2.72711 0.1 0.0 0.3
H -0.59982 1.01316 -1.35624 0.2 0.0 -0.6
```
Forces are in eV/Å.

Properties
Lowest unoccupied orbital energy (alpha / beta) in hartree: -0.0448 / -0.0448
E_HOMO (alpha / beta) in eV: -8.205 / -8.204

***

Below is C4H6CdO3 as an isolated structure, with properties calculated with wB97M-V/def2-TZVPD.

Structure (XYZ):
```
14
Properties=species:S:1:pos:R:3:forces:R:3
O 0.02493 0.91719 0.76674 0.7 0.4 -0.4
C -1.18671 0.45204 0.55754 -1.3 -1.4 1.0
O -2.11215 0.68040 1.31049 0.5 0.2 -0.7
C 1.11060 0.70209 -0.24059 0.3 0.9 0.8
H 1.36923 1.73410 -0.53321 -0.1 -0.3 0.0
C 2.29262 0.11591 0.50991 0.2 -0.2 0.0
H 2.59480 0.70570 1.39481 -0.2 -0.1 -0.2
H 2.10282 -0.91729 0.84184 0.0 0.3 -0.1
H 3.15515 0.07897 -0.17472 -0.2 0.0 0.2
Cd 0.22097 -0.51081 -1.85106 1.9 -0.7 -2.8
O -1.24184 -0.43582 -0.46586 -1.2 1.2 2.4
C -2.41178 -1.18858 -0.95184 -0.9 -0.4 -0.1
H -3.24009 -0.46231 -1.03935 0.2 -0.1 0.0
H -2.67857 -1.87160 -0.12470 0.0 0.1 -0.2
```
Forces are in eV/Å.

Properties
Lowest unoccupied orbital energy (alpha / beta) in hartree: 0.1453 / 0.1240
Net charge: -1
E_HOMO (alpha / beta) in eV: -2.128 / -2.734
2S+1: 2

***

Below is C4H6CeO as an isolated structure, with properties calculated with wB97M-V/def2-TZVPD.

Structure (XYZ):
```
12
Properties=species:S:1:pos:R:3:forces:R:3
O -0.19634 -0.31401 0.61430 -0.3 2.6 0.1
C -0.56558 -1.53799 0.31596 -0.5 -1.5 -2.3
C -1.58825 -1.88330 -0.53416 0.5 0.2 2.1
H 0.12811 -2.34174 0.62577 -0.1 0.4 -0.1
H -2.44295 -1.19826 -0.58899 0.4 -0.2 -0.7
H -1.67708 -2.91922 -0.86915 -0.2 0.4 0.3
Ce -0.39940 1.81651 -0.40902 -0.3 -3.3 -0.7
C -1.20370 0.55667 -2.71315 0.1 1.5 0.7
C -0.63508 0.75035 -3.91811 -0.2 0.7 0.2
H -2.26946 0.26645 -2.78448 0.4 -0.2 0.1
H 0.37604 1.16652 -4.02562 -0.2 -0.3 0.0
H -1.18501 0.66807 -4.86798 0.3 -0.3 0.3
```
Forces are in eV/Å.

Properties
Lowest unoccupied orbital energy (alpha / beta) in hartree: -0.0226 / -0.0382
E_HOMO (alpha / beta) in eV: -6.365 / -7.330
2S+1: 3

***

Below is one molecule with the formula C4H6Cl2O, with properties calculated with wB97M-V/def2-TZVPD.

Structure (XYZ):
```
13
Properties=species:S:1:pos:R:3:forces:R:3
C 0.26877 -0.91899 0.73443 -0.6 1.2 -1.3
C 0.78901 0.02312 -0.37193 1.1 1.3 1.8
C -0.45394 1.07528 1.42401 0.6 -2.3 -1.3
C 0.08434 -0.13839 -1.66289 -2.3 0.9 0.5
O -0.02383 -0.18218 1.93054 -0.7 1.6 -1.2
Cl -2.11204 1.10964 0.76204 0.4 -0.2 0.3
Cl -0.15937 2.38138 2.44207 0.3 0.4 0.5
H -0.62234 -1.22468 0.16959 -0.4 -0.7 1.2
H 0.84525 -1.75574 1.04411 0.7 -0.7 0.1
H 1.89355 0.36216 -0.39419 -2.0 -0.5 0.1
H 0.35493 -1.08308 -2.00424 0.7 -1.9 -1.1
H 0.18878 0.57443 -2.45008 0.9 0.7 -0.3
H -1.05312 -0.22293 -1.62345 1.2 0.1 0.7
```
Forces are in eV/Å.

Properties
Lowest unoccupied orbital energy (alpha / beta) in hartree: 0.0022 / -0.0079
E_HOMO (alpha / beta) in eV: -8.419 / -8.462

***

Below is one molecule with the formula C4H6Cl2O, with properties calculated with wB97M-V/def2-TZVPD.

Structure (XYZ):
```
13
Properties=species:S:1:pos:R:3:forces:R:3
Cl -2.01787 0.99061 1.87331 0.0 0.3 -0.4
Cl 0.14137 -1.19408 1.98891 0.0 -0.2 -0.1
O -0.06775 1.47132 0.11180 -0.3 -0.2 0.2
C 1.05540 0.74938 -0.42749 0.5 -0.2 0.3
C -1.16213 0.59578 0.36884 1.2 -0.2 -0.4
C 0.62089 -0.71513 -0.62010 -0.4 1.6 -0.7
C -0.52915 -0.80020 0.38648 0.4 -0.6 -0.7
H 1.35325 1.17772 -1.37794 -0.1 0.3 -0.1
H 1.92511 0.83534 0.24912 -0.5 0.0 0.0
H -1.87189 0.68208 -0.45325 -0.2 0.0 0.2
H 0.28973 -0.82118 -1.68920 0.0 -0.2 1.1
H 1.43981 -1.38931 -0.43528 0.0 -0.4 0.1
H -1.17676 -1.58233 0.02480 -0.6 -0.2 0.6
```
Forces are in eV/Å.

Properties
Lowest unoccupied orbital energy in hartree: 0.0286
E_HOMO in eV: -10.313

***

Below is one molecule with the formula C4H6Cl2S, with properties calculated with wB97M-V/def2-TZVPD.

Structure (XYZ):
```
13
Properties=species:S:1:pos:R:3:forces:R:3
C 2.12426 0.90982 -0.72538 -2.8 0.9 1.9
C -0.59707 -0.58006 0.08411 2.9 0.3 1.3
C 0.00726 -1.29763 1.03635 -6.9 0.7 2.4
C -2.03014 -0.02947 0.09739 1.4 2.0 0.1
H 2.87428 0.94260 -1.44515 1.3 -1.4 -1.5
H 2.53797 0.72779 0.28605 -0.3 0.2 -0.7
H 1.77275 1.95158 -0.88190 -0.3 -0.6 0.9
H 0.86227 -1.80556 1.19807 3.2 -1.0 -0.6
H -0.70439 -1.55416 1.89145 0.8 0.3 -0.7
H -2.75720 -0.10881 0.90732 1.3 -0.3 0.7
S 0.70450 -0.31754 -1.15259 0.6 0.8 -2.1
Cl -2.89480 -0.69046 -1.18984 -1.0 -0.8 -2.0
Cl -1.89969 1.85191 -0.10587 0.0 -1.3 0.2
```
Forces are in eV/Å.

Properties
Lowest unoccupied orbital energy in hartree: 0.0177
E_HOMO in eV: -8.804

***

Number 1: largest force on an atom 5.23 eV/A. Number 2: largest force on an atom 3.49 eV/A. Number 3: largest force on an atom 3.36 eV/A. Number 4: largest force on an atom 2.71 eV/A. Number 5: largest force on an atom 1.79 eV/A. Number 6: largest force on an atom 7.30 eV/A.